(1)
A cluster of 13 separate species, C12H48ClN24O16 in total, computed with wB97M-V/def2-TZVPD.

Last column: Mulliken charge in e.
Element x y z (Å)
H (-1.63209, -1.07130, -3.32944)  -0.12
H (-4.66074, -3.06934, -3.18918)  0.25
N (3.00491, 1.21797, 2.28070)  -0.10
N (-0.90935, -6.01326, 1.91399)  -0.40
O (-0.54006, 1.58095, 0.56504)  -0.37
H (-0.91482, 0.72078, -3.64111)  0.13
N (-1.28902, -1.03792, 5.29393)  -0.43
C (4.20594, 1.74269, 1.88211)  0.55
N (-1.12218, -0.03550, 3.27580)  0.02
N (0.02845, -2.99515, -2.21276)  0.04
O (2.18493, -2.69185, -3.04704)  -0.66
H (-1.15834, -1.80055, 5.93463)  0.22
H (6.03871, 2.20695, 2.53706)  0.26
H (-0.90609, -3.27445, -2.43335)  0.09
H (-0.97756, -3.00452, 0.87122)  -0.06
N (-3.64848, 1.95934, -2.23171)  -0.28
H (-2.54573, 3.23503, 3.87442)  0.18
N (-4.15097, -3.38611, -2.38005)  -0.41
H (-3.54460, 0.93094, 1.55249)  0.03
H (1.81483, 5.67045, 3.86270)  0.22
H (1.64040, 3.98586, 3.30622)  0.18
N (1.62924, 4.97722, 3.16019)  -0.35
C (-1.03549, -4.94735, 1.09965)  0.52
N (5.16212, 1.83189, 2.85305)  -0.52
C (-1.63146, -0.30545, -5.21079)  0.51
O (5.24136, 1.45810, -1.70647)  -0.59
O (4.40997, 2.28073, 0.80579)  -0.46
O (-4.50293, 1.46938, -0.17285)  -0.65
O (3.44567, 3.93153, -1.06431)  -0.58
O (-1.39023, -5.11875, -0.07310)  -0.72
C (2.33600, 4.00065, -1.58764)  0.42
N (0.72520, -4.10071, -4.03920)  -0.45
H (-2.60941, -1.69819, -0.22843)  -0.23
H (-1.88488, -0.31939, 5.66440)  0.11
C (4.94165, 0.65366, -2.60828)  0.55
N (-1.75307, -1.29528, -4.30267)  0.04
H (0.18440, -2.36656, -1.43834)  -0.13
H (-3.79715, 2.93732, 5.04013)  0.22
H (1.06663, -3.97298, 3.39221)  0.14
H (1.49161, -4.31215, -4.65813)  0.25
H (3.02466, -2.34185, 1.17899)  0.12
O (4.05577, -4.31111, 2.42255)  -0.74
O (-0.51708, -0.80865, 0.46182)  0.02
O (-3.87334, -1.15589, -2.02960)  -0.57
H (-0.91846, 0.06738, 2.29727)  0.03
Cl (-0.09629, 0.41553, -0.18248)  0.12
H (-1.22123, 1.68775, -5.07491)  0.20
N (-2.87653, -2.58319, -0.63372)  0.07
O (-5.10835, 1.47443, 3.43696)  -0.67
H (2.32734, -4.97258, 4.02059)  0.22
H (-3.68965, 2.62433, -2.97732)  0.17
N (2.39773, -2.93460, 1.69376)  0.04
H (-5.24628, 3.94764, -2.07553)  0.17
N (3.90143, -0.17829, -2.51224)  -0.10
C (-3.95870, 1.85088, 3.31329)  0.48
N (-5.30994, 3.25828, -1.35165)  -0.52
O (-0.84065, 0.47293, -1.43253)  -0.21
H (-0.60201, -3.45462, 2.53805)  0.23
H (0.18269, 3.68047, 1.47408)  0.00
H (-3.03551, 1.16123, -2.21903)  0.15
N (-1.09809, 0.79776, -4.62906)  -0.22
H (-2.42598, -3.48034, -0.53543)  0.12
H (5.78491, -0.09672, -4.41541)  0.13
N (1.71093, 2.82901, -1.91019)  0.11
H (1.09343, 5.16831, -2.66194)  0.16
C (1.04528, -3.13184, -3.12482)  0.56
C (-4.48973, 2.14356, -1.18446)  0.64
N (1.96242, -4.41452, 3.26685)  -0.22
N (0.68592, 4.48933, 1.16763)  -0.04
H (2.42336, 5.96232, -1.91789)  0.26
H (6.67965, 1.03080, -3.55936)  0.24
O (-1.98634, -0.42892, -6.38476)  -0.74
N (1.79163, 5.18111, -1.93401)  -0.39
O (1.26184, 6.65190, 1.66138)  -0.69
N (-0.73630, -3.69238, 1.56411)  0.05
H (5.19377, 1.21305, 3.64599)  0.16
H (-1.00319, -6.86928, 1.39515)  0.25
C (2.89243, -3.90245, 2.47941)  0.45
H (2.18010, 1.97217, -1.69396)  -0.20
O (-0.02204, -2.00405, 3.66464)  -0.77
H (-1.85801, 0.43716, 3.76399)  0.04
H (0.89650, 2.91855, -2.49234)  0.04
H (-2.14605, -2.16116, -4.61964)  0.17
H (3.76251, -0.85164, -3.24476)  0.12
C (-0.71817, -1.06312, 4.07674)  0.48
H (2.83940, 0.90071, 3.21517)  0.15
H (0.70658, 4.72170, 0.18677)  0.17
N (-3.28227, 2.65064, 4.22646)  -0.36
H (2.28708, 1.28031, 1.57689)  -0.10
N (5.80990, 0.53877, -3.63522)  -0.42
O (1.36126, 0.41949, -0.31344)  0.00
C (1.21612, 5.46036, 1.96010)  0.55
H (-2.29109, 1.95137, 1.95550)  0.07
H (-0.22986, -4.21547, -4.31742)  0.17
H (1.41784, -2.74857, 1.55904)  0.14
H (3.27736, -0.06573, -1.73398)  0.05
C (-3.72204, -2.32645, -1.66091)  0.48
N (-3.19669, 1.60396, 2.22041)  0.09
H (-5.57198, 3.59683, -0.43784)  0.26
H (-0.92880, -6.00796, 2.91553)  0.18
H (-4.11656, -4.33332, -2.05416)  0.20

Values from the calculation:
Kohn-Sham gap   8.34 eV
DFT total energy   -94274.6885 eV
ΔE to the lowest compared entry with this formula, charge and spin   25.5 kcal per mole
Charge   -1
F_max   0.0890 hartree/bohr
Lowest unoccupied orbital energy   2.00 eV

***

(2)
A cluster of 12 separate species, C12H48N20O12 in total, computed with wB97M-V/def2-TZVPD.

Last column: Mulliken charge in e.
Element x y z (Å)
H (-3.27372, 1.96743, 1.17470)  0.05
C (-3.72080, -2.78764, 0.36187)  0.73
N (-0.57802, -5.42697, 0.53205)  -0.42
H (-4.86146, -0.24564, -3.95736)  0.23
N (-4.80116, -2.22295, 0.75534)  -0.26
N (-1.85023, 2.50729, -1.49424)  -0.02
H (2.89754, -3.13792, -3.60154)  0.28
H (-1.38944, 2.00811, -2.24164)  0.07
N (1.23232, 0.61584, -3.81665)  -0.18
H (0.00053, -3.40436, -2.53741)  0.30
H (6.26764, -0.25369, 1.42926)  0.14
H (-0.81851, 6.48945, -0.19689)  0.29
H (-1.72683, -2.43590, 0.65596)  0.11
O (-4.05333, 0.15713, 2.88832)  -0.77
H (1.04170, 0.23917, -2.89911)  -0.04
N (-3.56025, -0.03632, 5.03559)  -0.43
O (-3.13063, -1.59795, -4.79852)  -0.61
N (2.89902, 3.66576, 0.72984)  -0.46
O (3.03757, 1.73215, 2.99848)  -0.79
H (-4.03634, 0.04696, -2.39637)  0.28
H (-2.86903, -1.05744, 0.83596)  -0.02
H (0.23338, -2.66081, -0.93340)  -0.18
H (-1.37340, -5.28144, -0.07316)  0.21
O (-1.54764, 4.76127, 0.77297)  -0.52
C (0.33163, 1.42090, -4.31545)  0.69
H (7.46412, -1.48279, 1.22028)  0.24
C (0.59193, 0.00161, 0.38120)  0.99
N (-2.85629, 2.43016, 0.37987)  -0.39
N (-2.43491, -1.55693, -2.63926)  0.12
C (-3.24556, 0.22816, 3.83105)  0.86
H (-0.23216, -6.34372, 0.77709)  0.11
O (-3.62602, -3.90546, -0.18494)  -0.69
H (1.61195, 1.70950, -5.83916)  0.15
N (4.45554, -1.22211, 0.54178)  -0.06
H (1.03411, -5.84205, 1.88978)  0.15
H (-2.01827, 6.75114, 1.01098)  0.29
O (0.73541, 3.24981, 0.08807)  -0.67
C (2.93869, 0.60582, 3.41093)  0.74
N (3.90605, -0.08700, 3.74882)  -0.35
N (1.89273, -0.13708, 3.46725)  -0.29
H (1.52855, -0.40272, 0.76508)  -0.24
H (-1.81266, 1.29577, 2.82726)  -0.06
H (3.04860, 4.90986, -0.95167)  0.14
H (2.77306, 3.12481, 1.57341)  0.27
N (-2.64582, -2.01844, 0.61974)  0.38
H (-0.10297, -0.76386, 0.03582)  -0.80
H (1.59734, 4.46677, -1.90782)  0.26
H (-1.61093, 3.48536, -1.41543)  0.20
C (1.65310, -2.39866, -2.27403)  0.72
H (3.79541, 3.81421, 0.28875)  0.18
N (0.66655, 1.84335, -5.50990)  -0.44
H (3.86206, -0.98379, 4.21135)  0.12
H (-2.44704, -0.99279, -1.80158)  0.42
H (-2.85529, 0.05663, 5.75287)  0.15
C (5.55641, -1.93763, 0.82457)  0.64
O (5.67943, -3.12873, 0.65349)  -0.69
H (1.06700, 0.30046, 3.08405)  0.13
H (1.25104, -3.82638, -3.64727)  0.11
H (1.25633, -4.15023, 2.52340)  0.24
H (0.87947, 0.61037, -0.47603)  0.13
H (-1.57319, -1.95474, -2.98465)  0.17
O (-0.71232, 1.72786, -3.73581)  -0.80
N (-2.13264, 0.86504, 3.68293)  -0.16
N (0.52796, -2.84595, -1.88158)  -0.04
N (2.15841, 4.44716, -1.06823)  -0.42
H (-4.53922, -0.22944, 5.19186)  0.26
C (-3.22710, -1.22299, -3.64794)  0.45
H (-0.12715, 1.59507, 0.99123)  0.02
N (-4.15477, -0.45266, -3.26611)  -0.21
H (4.63446, -0.22862, 0.57456)  0.10
H (-1.66171, 0.92900, 4.57413)  0.12
H (0.04826, 2.53104, -5.91595)  0.28
H (1.86607, -1.09101, 3.79799)  0.11
O (-2.93869, 0.67061, -0.92863)  -0.68
O (2.48503, -1.80576, -1.66103)  -0.63
O (0.03338, 0.75491, 1.42706)  0.02
H (-2.33427, 3.27927, 0.54298)  0.45
H (-5.66947, -2.58578, 0.38863)  0.26
N (1.91769, -3.12539, -3.35693)  -0.50
C (0.06627, -4.37559, 1.06299)  0.57
H (3.61461, -1.64592, 0.17662)  -0.02
H (-2.26272, 6.04226, -0.73585)  0.30
N (6.49012, -1.23195, 1.31252)  -0.34
H (-4.70561, -1.42436, 1.36628)  0.16
O (-0.25773, -3.22978, 0.83800)  -0.88
C (1.84937, 3.73402, -0.05606)  0.67
H (4.86820, 0.21028, 3.67158)  0.22
H (-0.72364, 4.36917, 0.47483)  0.34
C (-1.73229, 6.06223, 0.21617)  -0.73
N (0.96269, -4.83570, 1.84223)  -0.38
H (2.06538, 0.53177, -4.38150)  0.15
C (-2.54288, 1.77009, -0.68071)  0.39

Values from the calculation:
Expectation value of S²   0.76
Kohn-Sham gap (spin up / spin down)   9.43 / 3.75 eV
DFT total energy   -67591.7013 eV
Charge   +1
F_max   0.2125 hartree/bohr
Multiplicity   2
Lowest unoccupied orbital energy (spin up / spin down)   -1.77 / -7.45 eV

***

(3)
A cluster of 12 separate species, C12H48N24O12 in total, computed with wB97M-V/def2-TZVPD.

Last column: Mulliken charge in e.
Element x y z (Å)
O (2.60117, -2.41140, 4.06693)  -0.81
N (0.86396, -1.04270, 3.77726)  0.12
H (-2.49913, 0.36259, -4.01287)  0.13
O (1.44322, 2.06389, 4.92742)  -0.69
N (-4.82071, 1.49788, -1.25377)  -0.34
C (-3.01437, 4.24271, 2.35445)  0.75
H (0.91025, -3.95123, 4.92996)  0.21
N (-3.32645, 0.35514, 3.47199)  -0.21
N (6.27766, -0.52775, 0.97897)  -0.56
N (-1.60060, -2.46678, -1.26388)  -0.18
N (0.10727, -0.91533, -4.15241)  0.05
N (-2.75653, 3.51374, 1.27557)  -0.10
H (1.44647, -0.22516, 3.82030)  -0.09
H (-4.41425, 1.12093, -2.09558)  0.13
H (1.87901, 0.12635, -1.55485)  0.11
H (2.86199, 1.46136, 2.89357)  0.21
H (-3.25420, 3.76161, -5.86551)  0.25
C (-2.50324, -0.31462, 4.25186)  0.57
O (-1.91127, -1.34361, 3.97139)  -0.84
H (7.01203, -0.57214, -4.14635)  0.23
H (3.93468, -1.62711, 2.75152)  0.17
H (-1.57710, -0.10470, 5.94034)  0.23
H (1.90304, 2.49036, 1.83240)  0.20
H (2.61921, -2.42593, -1.87842)  0.16
H (3.52335, -2.29455, -0.35847)  0.14
H (6.42545, -0.33939, -0.00971)  0.27
O (-3.90193, 0.05830, 0.25178)  -0.62
C (5.81736, -0.41140, -2.62483)  0.73
C (1.29275, -1.48272, -4.39994)  0.57
H (-0.58487, -1.05425, -4.86417)  0.14
H (0.58559, -2.12868, -6.27509)  0.15
H (-3.99393, -2.27558, -3.31679)  0.23
H (-0.14284, -1.06526, 3.88114)  0.08
H (-2.70385, 1.19294, 5.62213)  0.19
N (-3.54625, 2.83109, -5.61980)  -0.39
H (6.91970, -1.21979, 1.33420)  0.22
C (1.74742, -3.26398, -0.36172)  0.60
H (5.35531, -0.80769, -4.63597)  0.18
H (4.27140, -0.47056, -1.28136)  -0.07
C (-2.32129, -2.81359, -2.34815)  0.61
O (2.27375, -1.44751, -3.67870)  -0.75
O (-0.72975, 0.46594, -1.66082)  -0.71
C (-4.71909, 0.89848, -0.03236)  0.68
H (-3.42535, -0.02890, 2.54057)  0.07
H (-3.71429, -1.53259, -1.74343)  0.16
H (1.77561, 0.03103, 0.16033)  -0.11
N (-2.14244, 0.42691, 5.29322)  -0.35
N (-2.80214, 5.55488, 2.15093)  -0.43
H (0.04763, 3.25044, 2.36126)  0.13
H (-4.00972, 0.48110, -4.83816)  0.25
H (0.09275, 0.03635, 1.34568)  -0.10
O (-1.90662, -3.53635, -3.25212)  -0.70
H (-1.79816, -1.63083, -0.74119)  0.19
H (-5.64211, 2.04445, -1.45728)  0.20
H (-2.56462, 5.86871, 1.22671)  0.14
O (-2.10900, 2.73576, -3.86533)  -0.61
H (5.52969, -1.26457, 3.30889)  0.18
N (-3.10583, 0.87631, -4.63577)  -0.37
N (-0.46387, 0.39921, 0.58666)  0.38
H (-0.65397, -2.79469, -1.47827)  0.20
N (4.85542, -1.25529, 2.56466)  -0.26
O (0.83099, -3.71842, -1.03578)  -0.84
O (6.74231, -0.00594, -1.88850)  -0.84
N (0.50428, -3.13088, 4.51670)  -0.43
H (-0.45475, 3.39576, 4.01125)  0.16
H (2.67939, -2.95243, 1.42225)  0.03
N (0.11621, 2.94087, 3.31691)  -0.24
N (-3.56263, -2.27528, -2.40858)  -0.45
C (1.39668, -2.22852, 4.08467)  0.62
N (6.02914, -0.58709, -3.92488)  -0.38
C (-2.91536, 2.19976, -4.63380)  0.56
H (-6.30636, 2.04239, 0.60387)  0.18
C (4.99338, -0.78088, 1.32753)  0.67
H (2.11180, -2.66805, -5.77723)  0.23
O (-3.30477, 3.73293, 3.44189)  -0.66
N (-5.58963, 1.39229, 0.87439)  -0.40
H (3.84174, -0.92974, -2.88830)  0.28
H (-2.74301, 2.51218, 1.37450)  -0.15
H (-2.63357, 3.93870, 0.37245)  0.19
H (-0.00264, -0.47362, -3.24809)  -0.03
N (1.31528, 0.17796, -0.72344)  0.04
N (2.82736, -2.73024, -0.93668)  -0.26
H (-1.45334, 0.42446, 0.77864)  0.09
H (-4.19453, 2.35725, -6.22411)  0.16
H (-5.23182, 1.38562, 1.81558)  0.21
N (2.01453, 1.96503, 2.68308)  -0.25
C (-0.03449, 0.35552, -0.67606)  0.33
N (1.83418, -3.26614, 0.98017)  -0.15
H (-0.41593, -2.87971, 4.18797)  0.25
O (3.99422, -0.51239, 0.66281)  -0.69
N (4.54862, -0.59157, -2.24818)  0.11
H (-3.05245, 6.21102, 2.87071)  0.24
N (1.32557, -2.06368, -5.59995)  -0.48
C (1.26604, 2.37192, 3.72342)  0.56
H (-3.51702, 1.33374, 3.61977)  0.13
H (1.32721, -4.04460, 1.37597)  0.24

Values from the calculation:
Kohn-Sham gap   8.60 eV
DFT total energy   -73568.4375 eV
SMILES   NC(N)=O.NC(N)=O.NC(N)=O.NC(N)=O.NC(N)=O.NC(N)=O.NC(N)=O.NC(N)=O.NC(N)=O.NC(N)=O.NC(N)=O.NC(N)=O
ΔE to the lowest compared entry with this formula, charge and spin   44.4 kcal per mole
Charge   0
F_max   0.0662 hartree/bohr
Lowest unoccupied orbital energy   -0.11 eV

***

Question: Number 1 is which compound?
Answer: C12H48ClN24O16